Record 1
Molecular formula: C3H4O2
Method: DFT, wB97M-V/def2-TZVPD

Results
energy relative to the best compared isomer or geometry (same formula, charge and spin): 497.5 kJ/mol
SMILES: COC1=CO1
LUMO energy: 0.707 eV
DFT total energy: -7265.5301 eV
multiplicity: 1
largest force on an atom: 4.1 eV/Å
HOMO-LUMO gap: 9.11 eV
E_HOMO: -8.4 eV

Each atom is followed by the atoms it is bonded to, with distances in Å.
Atoms and positions in Å:
1 C 0.0118 -0.7207 0.5621  O2 1.430, H6 1.173, H7 1.048, H8 1.209
2 O 1.3114 -0.1383 0.4317  C1 1.430, C3 1.339
3 C 1.4180 0.7481 -0.5667  O2 1.339, C4 1.278, O5 1.324
4 C 0.9277 1.8335 -1.0291  C3 1.278, O5 1.651, H9 1.100
5 O 2.5057 1.3472 -1.0271  C3 1.324, C4 1.651
6 H -0.6093 0.1852 0.9741  C1 1.173
7 H 0.0816 -1.4037 1.3542  C1 1.048
8 H -0.3446 -1.2123 -0.4839  C1 1.209
9 H 0.5800 2.2877 -1.9682  C4 1.100

Atom-resolved charges from Mulliken, all expressed in e: -0.596, -0.300, 0.586, -0.252, -0.469, 0.292, 0.239, 0.266, 0.235


Record 2
Molecular formula: C3H4O2
Method: DFT, wB97M-V/def2-TZVPD

Results
energy relative to the best compared isomer or geometry (same formula, charge and spin): 121.3 kJ/mol
LUMO energy: 0.987 eV
DFT total energy: -7269.4286 eV
multiplicity: 1
largest force on an atom: 4.7 eV/Å
HOMO-LUMO gap: 11.02 eV
E_HOMO: -10.0 eV

Each atom is followed by the atoms it is bonded to, with distances in Å.
Atoms and positions in Å:
1 C 3.4255 -0.9073 0.1795  O5 1.093
2 C 0.0163 -0.2298 0.1024  C3 1.449, O4 1.179, H6 1.070
3 C -0.9201 -1.3350 0.0607  C2 1.449, H7 1.162, H8 1.070, H9 1.066
4 O 0.9307 -0.0659 0.8290  C2 1.179
5 O 3.2968 -0.6443 -0.8732  C1 1.093
6 H -0.0927 0.4139 -0.7453  C2 1.070
7 H -1.0129 -2.0281 0.9887  C3 1.162
8 H -0.4698 -1.8058 -0.7885  C3 1.070
9 H -1.9465 -1.0813 -0.0753  C3 1.066

Atom-resolved charges from Mulliken, all expressed in e: 0.090, 0.113, -0.865, -0.443, -0.099, 0.358, 0.268, 0.242, 0.335


Record 3
Molecular formula: C3H4O2
Method: DFT, wB97M-V/def2-TZVPD

Results
energy relative to the best compared isomer or geometry (same formula, charge and spin): 121.4 kJ/mol
SMILES: O=CCC=O
LUMO energy: 0.521 eV
DFT total energy: -7269.4274 eV
multiplicity: 1
largest force on an atom: 4.9 eV/Å
HOMO-LUMO gap: 10.50 eV
E_HOMO: -10.0 eV

Each atom is followed by the atoms it is bonded to, with distances in Å.
Atoms and positions in Å:
1 O -0.4419 -0.0015 -1.9313  C2 1.192
2 C 0.4335 -0.3459 -1.1998  O1 1.192, C3 1.504, H6 1.148
3 C 0.3637 -0.1727 0.2927  C2 1.504, C4 1.469, H7 1.055, H8 1.145
4 C -0.8755 0.4036 0.8302  C3 1.469, O5 1.274, H9 1.129
5 O -1.0735 0.5762 2.0769  C4 1.274
6 H 1.4362 -0.7910 -1.5373  C2 1.148
7 H 0.6392 -1.0083 0.8742  C3 1.055
8 H 1.1348 0.6310 0.5595  C3 1.145
9 H -1.6165 0.7087 0.0348  C4 1.129

Atom-resolved charges from Mulliken, all expressed in e: -0.448, 0.138, -0.419, 0.067, -0.516, 0.289, 0.357, 0.224, 0.308


Record 4
Molecular formula: C3H4O2
Method: DFT, wB97M-V/def2-TZVPD

Results
energy relative to the best compared isomer or geometry (same formula, charge and spin): 197.8 kJ/mol
SMILES: C[C@H]1OC1=O
LUMO energy: 0.825 eV
DFT total energy: -7268.6357 eV
multiplicity: 1
largest force on an atom: 3.4 eV/Å
HOMO-LUMO gap: 11.01 eV
E_HOMO: -10.2 eV

Each atom is followed by the atoms it is bonded to, with distances in Å.
Atoms and positions in Å:
1 C 0.3684 0.6944 0.9051  C2 1.570, H6 1.154, H7 1.046, H8 1.159
2 C -0.5039 -0.1011 -0.1306  C1 1.570, O3 1.479, C4 1.519, H9 1.136
3 O -0.4027 0.0351 -1.6003  C2 1.479, C4 1.304
4 C -0.0191 -1.1243 -1.1433  C2 1.519, O3 1.304, O5 1.224
5 O 0.4392 -2.1974 -1.5135  C4 1.224
6 H 1.0391 0.1965 1.7019  C1 1.154
7 H -0.3115 1.2193 1.5019  C1 1.046
8 H 1.0095 1.3476 0.1940  C1 1.159
9 H -1.6190 -0.0701 0.0847  C2 1.136

Atom-resolved charges from Mulliken, all expressed in e: -0.895, 0.101, -0.346, 0.569, -0.533, 0.271, 0.281, 0.257, 0.295


- What is the formula in the second record?
  C3H4O2


- What is the multiplicity in the first record?
  1